1.
# C8H14N3O2

The ion C8H14N3O2 with charge +1 at a distorted geometry (the ωB97M-V functional and the def2-TZVPD basis, the Open Molecules 2025 dataset).

Cartesian coordinates (Å):
C1 -0.69297 -1.35786 1.36071
C2 -1.42489 -2.13682 3.40502
C3 -1.66853 -0.30821 2.11450
C4 -2.86547 0.04100 1.21025
C5 -0.65258 0.87165 2.42107
C6 2.03726 -1.07233 -2.40631
C7 1.38034 1.20655 -1.64975
C8 1.44955 -0.27523 -1.15293
N1 -0.10989 -1.07254 0.26229
N2 0.25196 -0.82086 -0.83285
N3 -0.76935 -2.46911 2.12635
O1 -1.42740 -2.82694 4.36882
O2 -1.96784 -0.99598 3.28481
H1 -2.39133 0.58815 0.42757
H2 -3.46341 0.73562 1.80095
H3 -3.41443 -0.73008 0.77257
H4 -1.19223 1.87923 2.46090
H5 0.26322 1.21241 1.83677
H6 -0.34351 0.65211 3.50361
H7 3.03166 -0.71975 -2.47175
H8 2.11925 -2.06620 -2.06524
H9 1.46054 -1.09515 -3.30522
H10 0.79948 1.15431 -2.50628
H11 2.33121 1.45585 -1.90596
H12 0.96727 1.95128 -0.90847
H13 2.29365 -0.37645 -0.28387
H14 -0.31746 -3.41541 1.89836

Atoms 1-6, force components in eV/Å:
C -1.8 0.2 0.0
C 1.7 -3.7 0.3
C 3.1 0.3 -3.0
C 1.8 1.5 1.9
C -0.9 2.1 2.3
C -0.8 0.2 2.3

Calculated values
Calculated total energy (eV): -17078.258
Strongest force on any atom (eV/A): 5.84
Charge: +1
Lowest unoccupied orbital energy (eV): -5.1
Frontier orbital gap (eV): 8.9
SMILES: CC(C)/N=N/C1=[NH+]C(=O)OC1(C)C
Energy above the lowest of the compared OMol25 structures with the same formula, charge and spin (kcal per mole): 87.2


2.
# C8H14N5

A cluster of 2 separate species, C8H14N5 in total at a distorted geometry (the ωB97M-V functional and the def2-TZVPD basis, the Open Molecules 2025 dataset).

Cartesian coordinates (Å):
C1 -3.37521 -1.71727 0.25331
C2 -4.49082 -0.87389 0.07361
C3 -2.62769 0.30153 0.05013
C4 -1.80091 1.36273 -0.04219
C5 0.19018 2.79352 -0.44457
C6 3.86265 -0.62443 0.00070
C7 1.56898 -1.24936 -0.98623
C8 2.33275 -0.85060 0.28103
N1 -2.22353 -0.96012 0.25129
N2 -0.94430 2.09335 -0.30903
N3 -3.98741 0.35059 -0.11212
N4 1.65649 0.33829 0.87918
N5 1.05938 0.53003 1.92495
H1 -3.20424 -2.72311 0.39568
H2 -5.54542 -1.22533 0.09927
H3 0.60167 3.40084 0.47832
H4 1.14043 2.18573 -0.47247
H5 3.90590 -0.03057 -0.81967
H6 4.45431 -0.09555 0.87006
H7 4.24914 -1.52367 -0.33987
H8 0.57433 -1.10038 -0.73263
H9 1.87365 -2.22834 -1.17657
H10 1.79321 -0.54275 -1.88101
H11 2.19253 -1.62476 0.97630
H12 -4.67260 1.02524 -0.39899
H13 1.14530 -0.35813 2.49018
H14 0.27124 3.34640 -1.30865

Atoms 1-6, force components in eV/Å:
C 1.1 3.4 -0.1
C 0.8 -2.7 0.2
C -2.0 -2.3 0.0
C 2.9 2.3 -1.2
C 5.2 1.6 3.0
C -1.5 1.4 4.0

Calculated values
Calculated total energy (eV): -15962.426
Strongest force on any atom (eV/A): 6.18
Charge: +1
Lowest unoccupied orbital energy (eV): -4.4
Frontier orbital gap (eV): 7.3
Energy above the lowest of the compared OMol25 structures with the same formula, charge and spin (kcal per mole): 107.3


3.
# C8H14NO

A cluster of 2 separate species, C8H14NO in total at a distorted geometry (the ωB97M-V functional and the def2-TZVPD basis, the Open Molecules 2025 dataset).

Cartesian coordinates (Å):
C1 -0.81071 -2.08098 0.75917
C2 -0.62596 0.45697 1.31884
C3 -1.94483 -1.08427 -1.58473
C4 2.33519 -0.05165 0.87070
C5 -0.59752 -0.29681 -1.21576
C6 -0.63159 0.75716 -0.10480
C7 0.67824 1.57535 -0.36555
C8 1.43733 1.21419 0.95773
N1 -1.44962 -1.80319 1.75932
O1 0.37283 0.91904 1.87767
H1 -1.55593 0.44345 1.94890
H2 -1.83585 -1.99208 -2.08061
H3 -2.30124 -1.43651 -0.53751
H4 -2.73667 -0.49174 -1.99730
H5 2.52755 -0.44577 1.93387
H6 3.38651 0.15259 0.41748
H7 1.87440 -0.76257 0.21987
H8 -0.61151 0.48543 -2.05013
H9 0.43195 -0.80481 -1.13632
H10 -0.03444 -2.16089 -0.29585
H11 -1.49545 1.53423 -0.26993
H12 1.15936 1.23567 -1.27011
H13 0.41981 2.65751 -0.57494
H14 2.00815 1.97967 1.41997

Atoms 1-6, force components in eV/Å:
C -0.4 0.8 2.6
C -3.3 2.0 0.6
C 0.8 0.3 5.0
C 1.8 1.0 1.0
C -1.6 1.5 -2.9
C -0.9 1.3 -2.4

Calculated values
Calculated total energy (eV): -12048.819
Strongest force on any atom (eV/A): 6.93
Charge: +1
Lowest unoccupied orbital energy (eV): -4.9
Frontier orbital gap (eV): 10.3
Energy above the lowest of the compared OMol25 structures with the same formula, charge and spin (kcal per mole): 126.1


4.
# C8H14NO2

A cluster of 2 separate species, C8H14NO2 in total at a distorted geometry (the ωB97M-V functional and the def2-TZVPD basis, the Open Molecules 2025 dataset).

Cartesian coordinates (Å):
C1 3.19262 0.09955 0.07301
C2 -1.58220 1.95440 0.77528
C3 -0.96414 0.62868 1.23027
C4 -1.46737 1.83422 -0.74956
C5 -0.26296 0.00930 0.08981
C6 0.22914 -1.20645 -0.06982
C7 0.16485 -2.23434 1.13104
C8 0.73899 -1.68141 -1.35027
N1 -0.30516 1.03923 -1.00335
O1 2.47944 0.96434 -0.23982
O2 3.86618 -0.79705 0.36675
H1 -2.54004 2.14721 1.20429
H2 -0.98291 2.79004 1.14491
H3 -0.37726 0.65672 2.15021
H4 -1.73519 0.05039 1.66214
H5 -2.32145 1.48577 -1.35743
H6 -1.36736 2.94587 -1.14862
H7 -0.26398 -1.65818 2.05020
H8 1.09666 -2.80703 1.30083
H9 -0.56211 -2.94529 0.69863
H10 0.09870 -1.39511 -2.19404
H11 0.75083 -2.82658 -1.33096
H12 1.79851 -1.32688 -1.58358
H13 -0.15340 0.58578 -1.99659
H14 0.46963 1.68684 -0.85334

Atoms 1-6, force components in eV/Å:
C 0.3 -0.7 0.2
C 1.5 -0.4 -0.1
C -0.1 0.4 1.7
C -2.8 4.5 -1.5
C -0.3 -0.1 0.0
C 0.0 -0.3 2.0

Calculated values
Calculated total energy (eV): -14101.235
Strongest force on any atom (eV/A): 5.49
Charge: +1
Lowest unoccupied orbital energy (eV): -3.1
Frontier orbital gap (eV): 10.3
Energy above the lowest of the compared OMol25 structures with the same formula, charge and spin (kcal per mole): 0.0


5.
# C8H14NO2

A structure of composition C8H14NO2 at a distorted geometry (the ωB97M-V functional and the def2-TZVPD basis, the Open Molecules 2025 dataset).

Cartesian coordinates (Å):
C1 1.21401 -2.03942 -0.45594
C2 -0.65335 0.35743 0.79103
C3 1.49235 -0.94932 0.72926
C4 0.55992 0.11450 0.02102
C5 -0.00714 -1.18993 -0.61495
C6 -1.34760 -1.04412 0.23840
C7 -1.38071 1.71278 0.61206
C8 1.22156 1.03310 -0.97648
N1 -1.32694 -0.89267 -1.30663
O1 2.89704 -0.59915 0.85741
O2 -2.11882 -1.98117 0.74552
H1 1.98771 -2.15476 -1.23786
H2 0.84619 -3.04782 -0.14385
H3 -0.47313 0.24287 1.79943
H4 1.13690 -1.29132 1.76750
H5 -0.56287 2.44101 0.90133
H6 -2.24159 1.69605 1.32935
H7 -1.61257 1.80708 -0.51366
H8 0.81482 1.12403 -1.94367
H9 2.30536 0.70395 -1.06152
H10 1.28555 2.06338 -0.57122
H11 -1.48177 -0.08522 -1.98485
H12 -1.83261 -1.77295 -1.67279
H13 2.84311 -0.21831 1.78359
H14 -2.93220 -1.60448 1.10492

Atoms 1-6, force components in eV/Å:
C -0.9 -1.2 1.3
C -3.7 0.6 -0.8
C 2.0 -0.9 -0.2
C 0.6 -3.0 -2.0
C -2.2 1.8 0.9
C 4.2 3.0 -0.8

Calculated values
Calculated total energy (eV): -14097.203
Strongest force on any atom (eV/A): 5.17
Charge: +1
Lowest unoccupied orbital energy (eV): -3.2
Frontier orbital gap (eV): 10.8
Energy above the lowest of the compared OMol25 structures with the same formula, charge and spin (kcal per mole): 93.0


6.
# C8H14O

The molecule C8H14O at a distorted geometry (the ωB97M-V functional and the def2-TZVPD basis, the Open Molecules 2025 dataset).

Cartesian coordinates (Å):
C1 1.06971 0.29130 -0.96693
C2 -0.63740 -1.03819 0.76449
C3 -0.40606 -0.04000 -0.35259
C4 2.12580 -0.83588 -0.99703
C5 1.42540 1.58018 -0.20237
C6 -2.17409 -2.56146 1.48773
C7 -0.95190 1.27450 0.19833
C8 0.11778 2.31033 -0.09617
O1 -1.81704 -1.58835 0.49694
H1 -1.06422 -0.22484 -1.28633
H2 1.88350 -1.73130 -1.47535
H3 2.40516 -1.10869 0.09233
H4 2.97776 -0.43712 -1.41808
H5 2.22078 2.09279 -0.73117
H6 1.01549 0.53845 -2.09659
H7 1.76719 1.17307 0.71557
H8 -2.25050 -2.13076 2.49497
H9 -1.45684 -3.33021 1.42615
H10 -3.13984 -2.98632 1.19711
H11 -1.90692 1.62970 -0.27504
H12 -1.26216 1.26449 1.27012
H13 -0.18000 2.86998 -0.92932
H14 0.23840 2.98834 0.68321

Atoms 1-6, force components in eV/Å:
C -1.0 -0.6 -1.2
C -0.3 0.1 -1.4
C -0.5 -0.4 -2.9
C -1.0 0.9 4.5
C 0.0 -1.6 -2.1
C -1.4 0.2 0.1

Calculated values
Calculated total energy (eV): -10566.835
Strongest force on any atom (eV/A): 4.70
Lowest unoccupied orbital energy (eV): 1.1
Frontier orbital gap (eV): 9.5
Energy above the lowest of the compared OMol25 structures with the same formula, charge and spin (kcal per mole): 74.0


7.
# C8H14O2

The molecule C8H14O2 at a distorted geometry (the ωB97M-V functional and the def2-TZVPD basis, the Open Molecules 2025 dataset).

Cartesian coordinates (Å):
C1 2.50662 1.32945 -0.32266
C2 1.54925 0.30104 -0.75483
C3 0.21761 -1.87250 -0.73316
C4 -1.13739 -1.83703 -0.02902
C5 1.18137 -0.81064 -0.16733
C6 -1.67305 0.52132 -0.06421
C7 -1.80241 1.64706 -0.79553
C8 -1.49095 0.53774 1.46529
O1 -1.94177 -0.70603 -0.45693
O2 1.45897 -1.23937 1.08063
H1 3.31341 1.29274 -1.05919
H2 3.06185 1.17510 0.71313
H3 0.90031 0.67638 -1.49537
H4 0.76220 -2.78584 -0.76197
H5 -0.00099 -1.42355 -1.65225
H6 -1.82743 -2.61705 -0.28331
H7 -0.96647 -1.83885 0.99902
H8 -2.12105 1.48863 -1.81670
H9 2.11034 2.33212 -0.28015
H10 -1.99858 2.63932 -0.40406
H11 -1.61933 1.62794 1.76000
H12 -0.43666 0.28515 1.73332
H13 -2.26207 -0.12627 1.95837
H14 2.21623 -0.59686 1.36692

Atoms 1-6, force components in eV/Å:
C 2.3 -0.4 2.1
C -0.3 0.7 0.6
C -0.3 2.9 0.6
C -0.2 0.4 -1.2
C -2.1 -2.3 0.1
C -0.1 2.1 3.0

Calculated values
Calculated total energy (eV): -12615.189
Strongest force on any atom (eV/A): 4.60
Lowest unoccupied orbital energy (eV): 0.7
Frontier orbital gap (eV): 9.0
SMILES: C=C(C)OCC/C(O)=C/C
Energy above the lowest of the compared OMol25 structures with the same formula, charge and spin (kcal per mole): 66.7


8.
# C8H14OS

The molecule C8H14OS at a distorted geometry (the ωB97M-V functional and the def2-TZVPD basis, the Open Molecules 2025 dataset).

Cartesian coordinates (Å):
C1 0.89931 0.79518 -0.78376
C2 1.72290 -0.19654 -0.79002
C3 -0.61669 0.51902 -0.86308
C4 -1.13836 -0.67594 0.00978
C5 1.48579 2.18736 -0.57629
C6 -1.08072 -0.71436 1.55573
C7 -2.50563 -0.80113 -0.50091
C8 3.38710 -1.14968 0.51811
O1 2.98732 -0.50336 -0.67338
S1 -0.18834 -2.14180 -0.60724
H1 -1.20053 1.48256 -0.66410
H2 -0.82961 0.34100 -1.92379
H3 1.42689 2.66534 -1.59397
H4 2.43661 2.36965 -0.09733
H5 0.61861 2.71846 0.00106
H6 -1.22337 -1.74440 1.74879
H7 -1.75190 -0.07226 2.17163
H8 0.02882 -0.49458 1.92788
H9 -2.43138 -0.79953 -1.48015
H10 -3.06607 0.04215 -0.21178
H11 -3.00364 -1.62213 0.05271
H12 4.22387 -1.74843 0.28162
H13 2.61215 -1.67832 0.99308
H14 3.69224 -0.31008 1.22981

Atoms 1-6, force components in eV/Å:
C -0.4 0.2 0.8
C -0.1 -2.7 0.8
C 0.7 1.9 0.6
C 1.9 0.3 -0.5
C -3.7 1.6 -0.8
C 2.8 1.9 0.2

Calculated values
Calculated total energy (eV): -21401.164
Strongest force on any atom (eV/A): 5.50
Lowest unoccupied orbital energy (spin up / spin down) (eV): -0.2 / -0.2
Frontier orbital gap (spin up / spin down) (eV): 7.7 / 7.7
Energy above the lowest of the compared OMol25 structures with the same formula, charge and spin (kcal per mole): 101.2